This record from OMol25 describes a molecular structure, C32H34AsF6NO3P2S2W in a non-equilibrium geometry. The level of theory is ωB97M-V/def2-TZVPD.

Element x y z (Å)
W -0.422 -0.657 -1.854
O -0.774 -1.197 0.215
P -0.448 -1.011 1.670
C 1.089 -0.010 1.737
P 0.958 1.457 0.648
O 0.391 1.059 -0.696
C -0.094 2.731 1.360
C -1.337 2.939 0.766
C -2.147 3.970 1.211
C -1.712 4.805 2.231
C -0.476 4.596 2.826
C 0.335 3.559 2.395
C 2.625 2.117 0.494
C 2.802 3.485 0.293
C 4.077 3.997 0.119
C 5.174 3.148 0.148
C 5.000 1.784 0.335
C 3.727 1.264 0.506
C -1.791 -0.181 2.521
C -3.047 -0.268 1.925
C -4.139 0.321 2.540
C -3.977 0.996 3.741
C -2.726 1.074 4.339
C -1.631 0.479 3.737
C -0.060 -2.554 2.491
C 0.735 -3.483 1.824
C 1.068 -4.670 2.451
C 0.622 -4.923 3.743
C -0.172 -3.997 4.405
C -0.520 -2.810 3.780
H 1.846 -0.657 1.288
H 1.399 0.256 2.748
H -1.652 2.296 -0.045
H -3.115 4.129 0.755
H -2.332 5.629 2.560
H -0.138 5.247 3.621
H 1.307 3.406 2.849
H 1.942 4.143 0.269
H 4.215 5.058 -0.043
H 6.171 3.549 0.021
H 5.853 1.119 0.345
H 3.603 0.197 0.628
H -3.149 -0.798 0.986
H -5.119 0.253 2.084
H -4.830 1.459 4.221
H -2.605 1.596 5.279
H -0.659 0.532 4.214
H 1.077 -3.291 0.814
H 1.663 -5.405 1.927
H 0.888 -5.849 4.234
H -0.531 -4.203 5.404
H -1.159 -2.094 4.282
N -4.450 0.351 -2.532
C -3.127 0.271 -2.518
O -2.529 -0.272 -1.559
C -2.317 0.870 -3.621
C -0.912 1.136 -3.051
H -4.992 -0.151 -1.847
H -4.930 0.742 -3.325
H -2.806 1.761 -4.021
H -2.251 0.132 -4.428
H -0.958 2.030 -2.422
H -0.242 1.378 -3.874
C 3.944 -1.041 -3.985
C 2.479 -1.111 -3.639
S 2.079 -0.875 -1.991
C 1.521 -1.350 -4.578
C 1.830 -1.497 -6.041
S -0.139 -1.488 -4.165
H 4.541 -0.984 -3.077
H 4.150 -0.157 -4.592
H 4.257 -1.918 -4.552
H 2.841 -1.859 -6.212
H 1.727 -0.525 -6.529
H 1.121 -2.178 -6.513
F -1.977 -2.581 -2.396
As -1.260 -4.058 -1.591
F -1.980 -3.504 -0.131
F -2.652 -4.963 -1.983
F -0.454 -5.327 -0.769
F -0.508 -4.439 -3.088
F 0.185 -2.986 -1.309

Summary:
HOMO (spin up / spin down): -9.91 / -9.81 eV
Charge: +1
⟨S²⟩: 0.85
Spin multiplicity: 2
Gap between HOMO and LUMO (spin up / spin down): 6.458 / 6.063 eV

=====

This record from OMol25 describes a molecular structure, C32H34BrN4SW in a non-equilibrium geometry. The level of theory is ωB97M-V/def2-TZVPD.

Element x y z (Å)
W -0.167 -0.211 0.737
S -2.076 1.879 -2.661
C -0.515 2.591 -2.548
C 0.237 2.042 -1.565
C -0.456 0.979 -0.897
C -1.741 0.797 -1.417
C -2.621 -0.272 -0.931
C -3.922 -0.490 -1.330
C -4.621 -1.565 -0.795
C -4.001 -2.387 0.138
C -2.711 -2.090 0.520
N -2.026 -1.054 0.003
H -0.247 3.392 -3.222
H 1.247 2.362 -1.349
H -4.383 0.162 -2.062
H -5.641 -1.758 -1.103
H -4.511 -3.237 0.569
H -2.199 -2.695 1.258
C 3.544 -5.657 2.207
C 4.161 -4.824 1.059
C 5.538 -4.315 1.486
C 4.307 -5.703 -0.195
C 3.193 -3.694 0.790
C 1.942 -3.945 0.199
C 1.031 -2.939 0.049
N 1.299 -1.659 0.426
C 2.535 -1.379 0.935
C 3.462 -2.364 1.153
C 2.752 0.047 1.271
C 3.987 0.623 1.396
C 4.111 1.992 1.680
C 2.917 2.705 1.825
C 1.707 2.075 1.656
N 1.606 0.762 1.368
C 5.471 2.636 1.855
C 6.480 2.047 0.857
C 5.923 2.318 3.296
C 5.403 4.156 1.667
H 4.218 -6.483 2.437
H 2.578 -6.081 1.925
H 3.421 -5.060 3.113
H 6.199 -5.168 1.630
H 5.505 -3.776 2.436
H 5.993 -3.676 0.724
H 5.044 -6.480 0.008
H 4.658 -5.126 -1.054
H 3.379 -6.207 -0.467
H 1.678 -4.938 -0.138
H 0.062 -3.114 -0.396
H 4.414 -2.103 1.590
H 4.872 0.015 1.267
H 2.924 3.761 2.050
H 0.778 2.626 1.738
H 6.711 1.000 1.062
H 7.417 2.596 0.942
H 6.134 2.139 -0.176
H 6.015 1.241 3.460
H 5.230 2.727 4.034
H 6.901 2.769 3.465
H 4.993 4.430 0.692
H 6.411 4.564 1.726
H 4.819 4.646 2.449
Br -2.867 0.925 6.710
C -2.212 0.666 5.007
C -2.420 1.622 4.018
C -1.900 1.413 2.764
N -1.206 0.296 2.463
C -1.016 -0.638 3.425
C -1.493 -0.491 4.700
H -2.981 2.524 4.225
H -2.038 2.133 1.969
H -0.468 -1.533 3.141
H -1.323 -1.257 5.444

Summary:
HOMO (spin up / spin down): -17.03 / -17.11 eV
Charge: +3
⟨S²⟩: 2.02
Spin multiplicity: 3
Gap between HOMO and LUMO (spin up / spin down): 6.786 / 7.254 eV

=====

We obtain total energy values of -5901.490619, -4497.237608 Eh for the records listed above, in that order.